*i*
Formula: C4H6NO
Source: OMol25
Level of theory: the ωB97M-V functional and the def2-TZVPD basis

Its total charge is +1. The value obtained for the HOMO energy is -0.5571 Ha. For the LUMO energy, the calculation gives -5.294 eV. Its HOMO-LUMO gap is 9.8652 eV.

Geometry as XYZ:
```
12
Properties=species:S:1:pos:R:3:nbo_charge:R:1
C -0.341 -0.278 -0.868 0.77
C 2.420 -0.126 1.298 -0.45
C 0.016 0.228 0.392 -0.55
C 1.315 0.150 0.802 0.32
N -2.176 0.245 -0.986 -0.87
O 0.043 -0.865 -1.802 -0.38
H 2.744 -1.109 1.486 0.29
H 3.317 0.553 1.643 0.31
H -0.649 0.440 1.133 0.26
H -2.529 -0.585 -0.579 0.43
H -2.204 0.250 -1.984 0.43
H -1.956 1.097 -0.536 0.43
```

=====

*ii*
Formula: C4H6NO
Source: OMol25
Level of theory: the ωB97M-V functional and the def2-TZVPD basis

Its total charge is +1. The value obtained for the HOMO energy (spin up / spin down) is -0.5507 / -0.5506 Ha. For the LUMO energy (spin up / spin down), the calculation gives -4.650 / -4.650 eV. Its HOMO-LUMO gap (spin up / spin down) is 10.3341 / 10.3331 eV.

Geometry as XYZ:
```
12
Properties=species:S:1:pos:R:3:nbo_charge:R:1
C 0.009 0.208 0.084 0.73
C 2.734 0.158 -0.061 0.12
C -1.026 -0.828 0.036 -0.52
C -1.925 0.432 -0.002 -0.05
N 1.517 0.177 0.120 -0.39
O -0.725 1.262 0.083 -0.36
H 3.187 0.162 -1.052 0.21
H 3.397 0.134 0.805 0.22
H -1.020 -1.463 -0.850 0.29
H -1.118 -1.457 0.921 0.29
H -2.452 0.617 -0.937 0.23
H -2.577 0.598 0.854 0.23
```

=====

Relative energies, kJ/mol: *i* 0.0; *ii* 7.9.

=====

*i*
Formula: C3H3N2O2
Source: OMol25
Level of theory: the ωB97M-V functional and the def2-TZVPD basis

Its total charge is -1. The value obtained for the HOMO energy is -0.1530 Ha. For the LUMO energy, the calculation gives 3.884 eV. Its HOMO-LUMO gap is 8.0477 eV.

Geometry as XYZ:
```
10
Properties=species:S:1:pos:R:3:nbo_charge:R:1
C -2.601 0.878 0.172 -0.34
C -1.599 0.232 0.071 0.03
C -0.158 -0.425 -0.090 -0.29
N 0.884 0.545 -0.119 -0.44
N 2.044 0.013 -0.035 0.58
O 2.200 -1.229 0.029 -0.60
O 3.029 0.773 -0.026 -0.56
H -3.533 1.358 0.238 0.21
H -0.211 -1.033 -1.005 0.19
H -0.055 -1.112 0.765 0.21
```

=====

*ii*
Formula: C3H3N2O2
Source: OMol25
Level of theory: the ωB97M-V functional and the def2-TZVPD basis

Its total charge is -1. The value obtained for the HOMO energy is -0.1458 Ha. For the LUMO energy, the calculation gives 4.208 eV. Its HOMO-LUMO gap is 8.1762 eV.

Geometry as XYZ:
```
10
Properties=species:S:1:pos:R:3:nbo_charge:R:1
C 0.012 -0.179 -0.028 -0.66
C -1.433 -0.368 0.316 0.04
C -2.529 0.695 -0.109 0.72
O -3.494 0.044 -0.635 -0.75
O -2.367 1.927 -0.025 -0.75
N -2.041 -1.910 0.046 -0.06
N -1.929 -1.366 1.120 -0.20
H 0.406 0.243 0.907 0.21
H -0.009 0.568 -0.874 0.23
H 0.697 -0.999 -0.461 0.21
```

=====

Relative energies, kJ/mol: *i* 260.2; *ii* 0.0.

=====

*i*
Formula: C35H23Cl3F4N10O4SV
Source: OMol25
Level of theory: the ωB97M-V functional and the def2-TZVPD basis

Its total charge is +2. The value obtained for the HOMO energy (spin up / spin down) is -0.4782 / -0.5289 Ha. For the LUMO energy (spin up / spin down), the calculation gives -9.268 / -9.262 eV. Its HOMO-LUMO gap (spin up / spin down) is 3.7440 / 5.1294 eV. Its spin multiplicity is 2.

Geometry as XYZ:
```
81
Properties=species:S:1:pos:R:3:lowdin_spin:R:1
V -2.358 0.268 -1.762 0.00
C -2.269 -0.964 6.304 0.00
C -2.304 -0.330 4.957 0.00
C -1.733 0.922 4.728 0.00
C -1.773 1.497 3.470 0.00
C -2.410 0.816 2.448 0.00
C -3.004 -0.420 2.643 0.00
C -2.947 -0.985 3.902 0.00
S -2.338 1.435 0.803 0.00
O -1.376 2.498 0.667 0.00
O -3.578 1.607 0.095 0.00
N -1.684 0.192 -0.113 0.00
C -0.415 -0.295 0.118 0.00
C 0.556 -0.251 1.265 0.00
C 1.810 -0.433 0.824 0.00
C 2.325 -1.620 -1.648 0.01
C 1.115 -1.873 -2.539 0.00
C 0.932 -2.525 -3.707 0.00
C -0.385 -2.499 -4.256 0.00
C -1.400 -1.735 -3.724 0.00
N -1.257 -0.948 -2.642 0.00
C -0.061 -1.185 -1.966 0.00
H -1.519 -0.516 6.950 0.00
H -2.077 -2.033 6.234 0.00
H -3.245 -0.841 6.772 0.00
H -1.257 1.450 5.538 0.00
H -1.320 2.455 3.270 0.00
H -3.495 -0.913 1.817 0.00
H -3.411 -1.940 4.082 0.00
H 0.251 -0.163 2.291 0.00
H 2.677 -0.472 1.462 0.00
H 3.164 -1.319 -2.288 0.00
H 1.713 -3.064 -4.221 0.00
H -0.586 -3.092 -5.135 0.00
H -2.375 -1.731 -4.196 0.00
F 0.878 -4.133 -1.087 -0.01
C 2.060 -3.925 -0.510 -0.01
C 2.548 -4.891 0.362 0.09
F 1.805 -5.959 0.603 0.02
C 3.802 -4.750 1.011 0.00
C 4.559 -3.597 0.672 0.08
C 4.049 -2.646 -0.193 -0.02
F 4.771 -1.562 -0.473 -0.01
C 2.788 -2.769 -0.791 0.10
C 1.964 -0.377 -0.702 0.01
C 0.523 -0.229 -1.026 0.00
N -0.107 -1.539 -0.557 0.00
C 2.756 0.793 -1.039 0.00
N 3.339 1.738 -1.296 0.00
F 5.758 -3.420 1.198 0.02
C 4.271 -5.696 1.958 0.30
C 5.471 -5.541 2.673 0.03
N 6.415 -5.451 3.319 0.18
C 3.541 -6.827 2.361 0.03
N 2.982 -7.748 2.758 0.18
Cl -6.252 0.508 -4.516 0.00
C -4.971 0.586 -3.354 0.00
Cl -5.120 1.915 -2.203 0.00
Cl -3.355 0.814 -4.124 0.00
C -4.820 -0.724 -2.506 0.00
O -5.612 -1.609 -2.552 0.00
O -3.740 -0.650 -1.812 0.00
C 0.403 5.028 0.641 0.00
C 0.827 5.598 -0.706 0.00
C 2.247 5.181 -1.066 0.00
C -0.184 5.263 -1.826 0.00
N -0.516 3.869 -1.944 0.00
C -1.712 3.274 -1.870 0.00
N -1.520 1.981 -2.087 0.00
N -0.215 1.822 -2.294 0.00
N 0.379 2.932 -2.208 0.00
H 1.043 5.437 1.417 0.00
H 0.494 3.945 0.661 0.00
H -0.627 5.281 0.876 0.00
H 0.801 6.691 -0.642 0.00
H 2.339 4.104 -1.181 0.00
H 2.926 5.494 -0.279 0.00
H 2.564 5.663 -1.986 0.00
H 0.246 5.578 -2.782 0.00
H -1.114 5.804 -1.652 0.00
H -2.653 3.754 -1.683 0.00
```

=====

*ii*
Formula: C35H23Cl3F4N10O4SV
Source: OMol25
Level of theory: the ωB97M-V functional and the def2-TZVPD basis

Its total charge is +2. The value obtained for the HOMO energy (spin up / spin down) is -0.5163 / -0.5179 Ha. For the LUMO energy (spin up / spin down), the calculation gives -8.007 / -7.897 eV. Its HOMO-LUMO gap (spin up / spin down) is 6.0409 / 6.1955 eV. Its spin multiplicity is 2.

Geometry as XYZ:
```
81
Properties=species:S:1:pos:R:3:lowdin_spin:R:1
V 0.932 0.161 0.293 1.10
C 4.529 -1.885 6.976 0.00
C 3.575 -1.276 5.996 0.00
C 2.701 -0.260 6.386 0.00
C 1.838 0.324 5.480 0.00
C 1.858 -0.122 4.161 0.00
C 2.712 -1.143 3.741 0.00
C 3.561 -1.710 4.665 0.00
S 0.812 0.644 3.026 0.00
O -0.181 1.424 3.685 0.00
O 1.561 1.339 1.926 0.00
N 0.251 -0.451 1.977 -0.06
C -0.632 -1.504 2.184 0.00
C -1.255 -1.911 3.332 -0.02
C -2.089 -3.050 3.270 0.00
C -2.261 -3.750 2.108 -0.02
C -1.605 -3.341 0.919 0.00
C -1.661 -4.016 -0.316 0.00
C -0.920 -3.533 -1.364 0.00
C -0.159 -2.369 -1.212 0.00
N -0.113 -1.674 -0.084 -0.01
C -0.808 -2.192 0.976 0.00
H 4.246 -1.664 8.003 0.00
H 5.533 -1.487 6.810 0.00
H 4.584 -2.966 6.850 0.00
H 2.699 0.077 7.414 0.00
H 1.161 1.111 5.783 0.00
H 2.721 -1.479 2.713 0.00
H 4.233 -2.499 4.354 0.00
H -1.122 -1.385 4.268 0.00
H -2.590 -3.375 4.172 0.00
H -2.889 -4.631 2.085 0.00
H -2.262 -4.910 -0.422 0.00
H -0.907 -4.032 -2.322 0.00
H 0.424 -2.018 -2.044 0.00
F -0.537 -1.299 -4.127 0.00
C -0.207 -0.829 -5.334 -0.01
C -0.761 -1.383 -6.424 0.01
F -1.616 -2.370 -6.267 0.00
C -0.450 -0.926 -7.767 -0.01
C 0.501 0.169 -7.826 0.01
C 1.051 0.713 -6.724 -0.01
F 1.911 1.709 -6.851 0.00
C 0.737 0.253 -5.393 0.00
C 1.302 0.816 -4.272 -0.01
C 1.005 0.404 -2.942 0.00
N 0.859 0.202 -1.821 -0.01
C 2.224 1.910 -4.266 0.00
N 2.945 2.795 -4.138 -0.01
F 0.833 0.646 -9.003 0.00
C -1.005 -1.484 -8.879 0.02
C -0.715 -1.057 -10.214 0.00
N -0.500 -0.781 -11.308 0.01
C -1.939 -2.569 -8.834 0.00
N -2.680 -3.445 -8.858 0.01
Cl 4.901 1.237 -1.529 0.00
C 4.001 1.524 -0.060 0.00
Cl 2.371 2.246 -0.518 -0.01
Cl 4.802 2.617 1.018 0.00
C 3.747 0.141 0.610 0.00
O 4.526 -0.305 1.389 0.00
O 2.670 -0.492 0.163 0.02
C -3.190 3.347 3.053 0.00
C -3.945 3.776 1.799 0.00
C -4.940 2.714 1.346 0.00
C -2.994 4.184 0.673 0.00
N -2.144 3.069 0.227 0.00
C -1.012 2.607 0.738 0.00
N -0.673 1.541 0.033 0.00
N -1.614 1.381 -0.926 0.00
N -2.502 2.281 -0.801 0.00
H -3.887 3.199 3.876 0.00
H -2.460 4.096 3.369 0.00
H -2.669 2.396 2.906 0.00
H -4.495 4.694 2.028 0.00
H -4.438 1.775 1.102 0.00
H -5.502 3.033 0.468 0.00
H -5.652 2.504 2.144 0.00
H -2.324 4.983 0.988 0.00
H -3.533 4.507 -0.216 0.00
H -0.481 3.021 1.578 0.00
```

=====

Relative energies, kJ/mol: *i* 758.8; *ii* 0.0.

=====

*i*
Formula: C4H5N2
Source: OMol25
Level of theory: the ωB97M-V functional and the def2-TZVPD basis

Its total charge is +1. The value obtained for the HOMO energy (spin up / spin down) is -0.4870 / -0.4870 Ha. For the LUMO energy (spin up / spin down), the calculation gives -4.678 / -4.680 eV. Its HOMO-LUMO gap (spin up / spin down) is 8.5741 / 8.5707 eV.

Geometry as XYZ:
```
11
Properties=species:S:1:pos:R:3:nbo_charge:R:1
C 2.985 0.090 0.005 0.34
C -0.949 0.472 -0.106 -0.20
C -0.421 -0.781 -0.691 -0.05
C 0.880 -0.818 -0.003 0.10
N 1.829 0.022 -0.031 -0.29
N -0.369 -0.556 0.751 -0.37
H 3.817 0.747 -0.067 0.25
H -0.387 1.397 -0.184 0.23
H -2.026 0.600 -0.051 0.25
H -0.939 -1.563 -1.213 0.27
H -0.780 -1.056 1.531 0.46
```

=====

*ii*
Formula: C4H5N2
Source: OMol25
Level of theory: the ωB97M-V functional and the def2-TZVPD basis

Its total charge is +1. The value obtained for the HOMO energy is -0.5912 Ha. For the LUMO energy, the calculation gives -6.768 eV. Its HOMO-LUMO gap is 9.3191 eV.

Geometry as XYZ:
```
11
Properties=species:S:1:pos:R:3:nbo_charge:R:1
C 0.206 -0.054 -2.021 -0.11
C -0.059 -0.451 -0.761 -0.32
C 0.289 0.549 0.223 0.31
N 0.163 0.396 1.534 -0.51
C -0.734 -0.449 2.053 0.34
N -1.573 -1.144 2.391 -0.15
H 0.780 0.859 -2.131 0.22
H 0.041 -0.850 -2.826 0.26
H -0.449 -1.348 -0.470 0.26
H 0.912 1.340 -0.144 0.24
H 0.424 1.152 2.152 0.47
```

=====

*iii*
Formula: C4H5N2
Source: OMol25
Level of theory: the ωB97M-V functional and the def2-TZVPD basis

Its total charge is +1. The value obtained for the HOMO energy (spin up / spin down) is -0.5489 / -0.5567 Ha. For the LUMO energy (spin up / spin down), the calculation gives -8.007 / -7.443 eV. Its HOMO-LUMO gap (spin up / spin down) is 6.9280 / 7.7050 eV.

Geometry as XYZ:
```
11
Properties=species:S:1:pos:R:3:nbo_charge:R:1
C -0.002 1.031 0.028 0.14
C 2.337 0.674 0.001 0.24
C -0.214 -0.284 -0.014 0.06
C -1.640 -0.730 0.007 -0.64
N 0.848 -1.110 0.008 -0.15
N 1.867 -0.407 -0.012 0.01
H -0.369 2.028 -0.063 0.24
H 3.126 1.387 0.000 0.30
H -2.224 -0.251 0.791 0.27
H -1.611 -1.803 0.208 0.28
H -2.117 -0.537 -0.954 0.27
```

=====

Relative energies, kJ/mol: *i* 334.5; *ii* 0.0; *iii* 468.4.